Computed, not measured: a cluster of 14 separate species, C46H129N9O19 in total, with wB97M-V/def2-TZVPD.

Geometry (Å):
O1 5.46132 -0.01461 -1.60818
O2 -4.64762 -1.47051 0.50925
O3 -1.59808 -4.35809 2.97232
O4 -2.56024 3.75246 8.14376
O5 -0.53504 4.29638 6.46028
O6 1.89228 3.87556 -3.52085
O7 1.84581 -3.71773 -3.32910
O8 -1.66249 -4.48882 -0.22531
O9 0.55827 0.99222 0.17404
O10 -3.56391 2.53120 -4.07781
O11 2.26793 -1.10235 3.57941
O12 -1.47799 -6.86886 -1.62312
O13 4.64946 3.80493 -3.10998
O14 7.18350 2.23678 -2.61195
O15 -0.74427 3.99013 1.98561
O16 -2.71800 -3.79755 -5.04380
O17 -5.53235 -1.60110 -2.25216
O18 -5.09593 0.08015 6.62597
O19 2.95725 1.68591 -5.92737
N1 0.22764 0.45573 5.14229
N2 5.98987 0.14908 -4.37158
N3 -2.17084 -1.33975 -0.55388
N4 1.76248 -4.01614 4.26758
N5 2.61816 -2.17082 -1.09633
N6 2.00200 4.87309 4.22783
N7 -3.49754 -0.45006 3.39061
N8 -0.98345 2.70110 -3.35836
N9 -3.03652 -0.43728 -3.57627
C1 5.96031 1.14276 -0.89414
C2 -5.65178 0.88829 3.60927
C3 -3.30515 -4.92577 -4.62506
C4 2.08677 -2.94838 -4.48047
C5 -0.51568 -5.86800 -1.66124
C6 3.63275 -2.82486 -1.91321
C7 -3.09062 -2.75018 -4.14767
C8 2.64115 4.85390 -2.76601
C9 -2.53816 -1.40260 -4.54381
C10 1.53188 5.44675 1.83336
C11 0.89231 -5.87994 3.13845
C12 -1.31836 4.98631 -2.55946
C13 -0.52644 -3.98174 3.83418
C14 -5.30288 -0.39154 -0.11478
C15 5.22811 1.00677 -5.37338
C16 3.81409 4.20710 -2.00773
C17 7.33949 1.53940 -1.36132
C18 -0.27020 0.26080 -0.71802
C19 5.65889 0.83181 -6.76661
C20 -3.16902 3.78226 -3.63084
C21 -1.75302 3.05153 1.93288
C22 1.14843 2.05122 -0.54469
C23 -1.91329 2.66290 7.50523
C24 -0.48197 -1.35211 1.22453
C25 -1.23288 -0.50769 0.18020
C26 1.63666 0.49326 5.27734
C27 -2.82881 -4.16906 3.64807
C28 -1.97954 3.58852 -2.79103
C29 2.11293 -0.51675 6.29698
C30 3.68776 0.67540 -5.20484
C31 3.06975 -4.06668 -2.60563
C32 -6.54907 0.20644 6.68719
C33 -4.37792 0.32362 4.26229
C34 2.47643 0.22781 4.05645
C35 -1.37114 3.17152 6.20013
C36 -0.44107 -5.17942 -0.38449
C37 -1.05903 -1.40379 -4.52388
C38 1.61041 1.24106 -6.17555
C39 2.93485 -1.25968 2.32931
C40 -6.20313 -0.81176 -1.26475
C41 0.18791 3.71087 3.02922
C42 -4.73705 2.58526 -4.87103
C43 0.77950 -4.37832 3.28001
C44 1.00708 5.02077 3.21379
C45 4.83790 -3.23923 -1.09523
C46 -4.63032 -0.51270 5.44853
H1 3.74995 -4.57537 -3.29294
H2 1.37710 6.55428 1.60780
H3 0.36278 5.71433 3.69581
H4 -0.24322 3.27893 -3.69595
H5 5.86857 0.97504 0.21629
H6 -2.02554 5.61647 -1.99519
H7 4.28324 4.96367 -1.42143
H8 -1.16593 -1.70965 2.00558
H9 -0.68320 -0.39178 -4.57305
H10 3.94952 -0.96170 2.51712
H11 -4.00818 -0.81247 2.59948
H12 2.63494 3.49168 -4.01740
H13 0.12561 -6.28413 2.47262
H14 -2.69357 -2.89492 -3.14418
H15 -6.24859 0.05167 3.28448
H16 3.51317 0.33815 4.26702
H17 2.44460 -0.49392 1.66415
H18 -3.29265 3.85765 7.52834
H19 -4.17409 -2.70271 -4.05532
H20 2.86792 -2.22889 1.83165
H21 -5.34769 -1.33375 5.29151
H22 7.75261 2.18399 -0.58786
H23 -0.41913 4.95684 -2.01926
H24 0.37885 -4.49044 -0.45137
H25 -1.82843 0.21552 0.72322
H26 6.20340 -0.78355 -4.76714
H27 -0.29238 3.46241 3.93916
H28 -2.62262 1.80642 7.40234
H29 -2.21598 2.99980 2.94625
H30 -3.65163 -0.93557 5.65156
H31 -1.03149 5.35121 -3.53642
H32 -1.67118 -4.16305 0.66890
H33 2.99981 -3.24657 -5.15888
H34 2.54392 4.03982 4.18425
H35 -2.38590 -0.90337 -1.42674
H36 -2.82079 -1.19276 -5.55943
H37 2.59107 5.07612 1.66955
H38 -0.61697 -1.99258 -5.33036
H39 -4.01804 -0.50135 -3.44430
H40 2.18622 0.92559 3.22338
H41 0.34190 -0.45354 -1.36002
H42 6.83585 0.58936 -4.14452
H43 -3.15326 -5.79227 -5.27228
H44 4.59113 -4.02213 -0.35641
H45 -2.85602 0.54698 -3.77134
H46 -6.27521 1.53570 4.25421
H47 2.73304 -1.15568 -1.14236
H48 0.85826 -6.40931 4.12587
H49 -6.72047 0.82318 7.56958
H50 -1.10950 4.67604 7.13936
H51 5.26681 3.06421 -2.81422
H52 -2.21724 -6.58604 -1.02887
H53 2.61383 -4.43759 3.99092
H54 1.92033 5.30116 -2.12092
H55 -5.05332 -2.26349 -1.77101
H56 -5.42928 3.30890 -4.39073
H57 -1.08807 2.43534 8.10450
H58 7.98701 0.71733 -1.56229
H59 1.11088 1.92595 -6.85685
H60 2.22477 2.22574 -0.25407
H61 3.49317 3.37063 -1.34106
H62 -0.84099 0.82278 -1.43643
H63 -5.38638 1.39865 2.68928
H64 0.89665 4.92238 1.15093
H65 -0.60474 -2.92758 3.99784
H66 -0.62085 -4.43115 4.82008
H67 -3.00075 4.50641 -4.48870
H68 0.93584 -3.77780 2.37358
H69 -2.89360 -5.19285 -3.63953
H70 -0.06351 1.00116 4.32596
H71 -1.66962 -2.22422 -0.72105
H72 -3.99343 4.17639 -2.99207
H73 0.25803 -0.81084 1.70115
H74 -0.04274 -0.47328 4.86233
H75 1.93789 1.51356 5.62914
H76 5.35585 2.08978 -1.11918
H77 -7.05739 -0.80590 6.75951
H78 5.37815 1.74664 -7.35718
H79 -0.76264 2.42007 5.69475
H80 -7.01373 -1.43403 -0.85524
H81 1.88136 -6.16816 2.75412
H82 1.65971 4.87287 5.15764
H83 3.35950 0.53470 -4.16339
H84 -5.92547 0.18051 0.61007
H85 -2.98414 -5.13792 4.20462
H86 -0.67342 -1.80864 -3.63287
H87 5.68653 0.12351 -2.55080
H88 -6.67547 0.00351 -1.77180
H89 -2.50438 3.34916 1.25129
H90 3.45807 -0.32563 -5.67458
H91 3.13476 5.58858 -3.42458
H92 0.41148 -6.38980 -1.85127
H93 1.63325 0.26292 -6.63383
H94 -3.81676 1.17385 4.72550
H95 1.17936 -2.90257 -5.09633
H96 -0.72248 -5.09681 -2.40368
H97 -4.54583 0.33089 -0.54030
H98 1.97873 -3.01393 4.22954
H99 7.74714 3.03219 -2.51945
H100 -3.67803 -4.06877 2.98759
H101 -4.38805 -4.84843 -4.44669
H102 1.42933 -0.58123 7.14541
H103 0.98765 1.28362 -5.24861
H104 2.65245 -4.77988 -1.91624
H105 0.12219 -2.17495 0.71558
H106 1.70838 -2.28001 -1.57619
H107 4.00234 -2.15599 -2.71576
H108 -5.06383 1.53056 -4.93052
H109 2.26303 -1.86308 -4.17435
H110 0.83707 2.89355 2.78621
H111 -2.27450 3.22839 -1.78300
H112 5.21332 -2.38456 -0.57585
H113 -0.27257 -5.90053 0.41613
H114 5.63970 -3.51732 -1.81699
H115 3.11300 -0.24780 6.69183
H116 -1.35124 2.24201 -4.22268
H117 6.68687 0.83577 -6.72091
H118 0.68108 3.00983 -0.32639
H119 -4.51036 2.83241 -5.92432
H120 -2.24925 3.50287 5.62847
H121 -1.32697 2.05240 1.67628
H122 -3.72914 -1.43897 0.12968
H123 5.38271 -0.05595 -7.28133
H124 2.16801 -1.58426 5.91053
H125 -7.03112 0.74980 5.82864
H126 -2.87434 -3.32406 4.40430
H127 5.37552 2.01627 -5.03361
H128 1.14344 1.92989 -1.58749
H129 -2.82189 0.13034 2.82898

## Properties
**Net charge**: 0
**2S+1**: 1
**ΔE to the lowest compared entry with this formula, charge and spin**: 0.0 kJ/mol
**Total energy**: -3752.064564 a.u.
**E_LUMO**: 0.20 eV
**F_max**: 0.073 Eh/bohr


Computed, not measured: a structure of composition C5H8O, with wB97M-V/def2-TZVPD.

Geometry (Å):
O1 0.04058 -1.91276 0.42523
C1 -1.18521 -1.17893 0.59318
C2 0.00288 -0.60465 -0.00630
C3 0.07567 0.00939 -1.37711
C4 0.77651 0.44745 0.93150
C5 0.50345 1.29727 -0.30313
H1 1.37773 1.72042 -0.75280
H2 -0.85339 0.00846 -2.00834
H3 1.83360 0.22848 1.18471
H4 -0.33926 1.96204 -0.14386
H5 0.24858 0.64035 1.89050
H6 -1.41590 -0.79667 1.58508
H7 -2.01073 -1.60659 0.03036
H8 0.90550 -0.30997 -2.03819

## Properties
**Net charge**: 0
**2S+1**: 1
**ΔE to the lowest compared entry with this formula, charge and spin**: 316.2 kJ/mol
**Total energy**: -270.437445 a.u.
**E_LUMO**: 1.07 eV
**F_max**: 0.046 Eh/bohr


Computed, not measured: a cluster of 2 separate species, C3H5IS in total, with wB97M-V/def2-TZVPD.

Geometry (Å):
I1 2.81647 0.66733 -1.65980
S1 -1.03003 2.51137 -2.18135
C1 -0.66965 1.04112 -1.45541
C2 0.22462 -0.46347 0.48705
C3 0.14269 0.79654 -0.35943
H1 0.51314 1.68639 0.27686
H2 0.39988 -1.47975 0.08333
H3 1.03965 -0.20746 1.15369
H4 -1.03717 0.31985 -2.18412
H5 -0.72200 -0.37549 1.07931

## Properties
**Net charge**: 0
**2S+1**: 1
**ΔE to the lowest compared entry with this formula, charge and spin**: 181.0 kJ/mol
**Total energy**: -813.084353 a.u.
**E_LUMO (alpha / beta)**: -3.17 / -3.17 eV
**F_max**: 0.088 Eh/bohr